1.
Entry from OMol25: C14H19ClMgO as an isolated structure in a non-equilibrium geometry (ωB97M-V/def2-TZVPD).

Last column: Mulliken charge in e.
Geometry (Å):
C -2.272 0.265 -0.245  0.0555
C -1.710 1.294 -0.994  -0.9848
C -1.001 2.154 -0.091  -0.3974
H -1.812 1.433 -2.069  0.4146
C -1.111 1.629 1.217  -1.2076
C -1.928 0.463 1.137  -0.0817
H -2.195 -0.167 1.979  0.4357
H -2.853 -0.593 -0.616  0.1797
H -0.457 3.058 -0.370  0.4769
H -0.691 2.038 2.136  0.4029
Mg 0.075 0.169 -0.110  0.6357
Cl 0.338 -2.231 -0.215  -0.8281
C 4.515 1.993 -2.842  -0.5159
C 4.565 3.044 -1.908  -0.4889
C 3.731 4.079 -2.372  -0.4843
H 5.164 3.059 -0.969  0.3101
C 3.166 3.666 -3.594  -0.4926
C 3.651 2.377 -3.884  -0.4884
H 3.399 1.770 -4.783  0.3044
H 5.068 1.028 -2.771  0.3083
H 3.555 5.055 -1.866  0.2935
H 2.464 4.259 -4.223  0.2985
C -1.212 -2.200 3.177  -1.7883
C -1.538 -2.518 1.751  1.7699
C -0.986 -3.964 1.491  -1.7643
C -2.973 -2.531 1.305  -1.9323
O -0.873 -1.396 1.056  -0.0636
H -1.686 -2.959 3.745  0.4887
H -1.570 -1.241 3.546  0.3717
H -0.124 -2.228 3.354  0.2798
H -1.563 -4.620 2.155  0.5016
H -1.146 -4.368 0.484  0.3899
H 0.063 -4.122 1.767  0.4193
H -3.539 -1.622 1.504  0.3679
H -3.084 -2.774 0.236  0.2677
H -3.430 -3.302 1.881  0.5460

Results
ΔE to the lowest compared entry with this formula, charge and spin   127.85 kcal/mol
Calculated total energy   -1280.1892 Eh
E_LUMO (alpha / beta)   5.01 / 5.01 eV
Charge   -2
Kohn-Sham gap (alpha / beta)   3.652 / 3.653 eV

2.
Entry from OMol25: a 2-piece molecular cluster, C5H9NO overall (ωB97M-V/def2-TZVPD).

Last column: Mulliken charge in e.
Geometry (Å):
C -0.297 -1.070 1.063  -0.9996
C -0.997 -0.591 -0.185  0.5448
C -2.497 -0.763 -0.310  -1.2635
C 2.403 1.840 -0.238  -0.2454
N 2.472 0.610 0.066  -0.3976
C -0.341 -0.004 -1.162  0.4208
O 0.188 0.531 -2.065  -0.4423
H -0.417 -2.153 1.193  0.3034
H -0.742 -0.591 1.944  0.2942
H 0.766 -0.819 1.034  0.2177
H -3.009 -0.265 0.525  0.3002
H -2.775 -1.827 -0.276  0.3044
H -2.892 -0.336 -1.239  0.3329
H 1.499 2.205 -0.733  0.1796
H 3.196 2.575 -0.052  0.2457
H 3.373 0.377 0.489  0.2047

Results
ΔE to the lowest compared entry with this formula, charge and spin   57.14 kcal/mol
Calculated total energy   -325.8465 Eh
E_LUMO   1.02 eV
SMILES   CC(C)=C=O.C=N
Kohn-Sham gap   9.167 eV

3.
Entry from OMol25: a 9-piece molecular cluster, C23H68N6O10 overall in a non-equilibrium geometry (ωB97M-V/def2-TZVPD).

Last column: Mulliken charge in e.
Geometry (Å):
N 0.966 -0.483 0.237  0.8839
H 0.178 -0.679 -0.233  -0.4999
H 1.345 0.423 0.337  0.2305
H 1.645 -0.869 -0.335  0.0227
H 0.985 -1.078 0.964  0.2043
C 2.305 -0.399 -3.086  0.6063
O 1.095 -0.377 -2.625  -0.6149
O 2.565 -0.039 -4.333  -0.5395
O 3.208 -0.603 -2.271  -0.8663
H 2.018 0.046 -5.109  0.3659
C 0.026 4.203 -1.239  -2.7416
C -0.717 3.004 -1.910  0.7788
C -0.110 2.725 -3.225  -0.2527
O -0.357 3.837 -4.210  -0.4402
C 0.176 3.618 -5.507  -0.6790
N -0.550 1.844 -0.983  -0.2487
H -0.072 4.311 -0.238  0.8192
H -0.445 5.110 -1.579  0.5260
H 1.020 4.549 -1.226  0.4675
H -1.739 3.223 -1.856  0.4581
H -0.549 1.785 -3.690  0.3169
H 0.951 2.449 -3.292  0.4272
H 1.267 3.381 -5.520  0.2532
H 0.099 4.494 -6.091  0.3079
H -0.326 2.678 -5.918  0.2565
H -0.111 1.149 -1.577  0.1983
H -1.493 1.538 -1.183  -0.4606
C 2.406 3.480 3.429  -2.0336
C 2.338 3.225 1.917  0.3080
C 2.832 4.531 1.215  -0.6162
O 1.821 5.464 1.225  -0.2638
C 2.060 6.721 0.664  -0.8759
N 3.088 2.063 1.642  -0.4928
H 1.504 3.960 3.776  0.3278
H 3.269 3.874 3.580  0.6551
H 2.524 2.477 3.865  0.5149
H 1.342 3.136 1.647  0.2332
H 3.026 4.215 0.181  0.3512
H 3.867 4.812 1.655  0.3171
H 1.045 7.048 0.684  0.3340
H 2.500 6.846 -0.292  0.3561
H 2.718 7.419 1.497  0.2337
H 3.970 2.235 2.098  0.2949
H 3.419 2.141 0.598  0.3055
C 2.030 -2.538 4.102  -1.0043
C 2.915 -1.197 3.627  -0.0799
C 3.839 -1.406 2.448  0.1739
O 4.965 -2.143 2.951  -0.4507
C 5.577 -2.898 1.888  -0.7826
N 1.875 -0.174 3.265  -0.1114
H 1.320 -2.870 3.168  -0.0491
H 1.258 -2.199 4.728  0.4914
H 2.734 -3.448 4.532  0.2777
H 3.417 -0.803 4.498  0.5368
H 4.138 -0.361 2.116  0.1215
H 3.326 -1.894 1.588  -0.1154
H 6.466 -3.395 2.120  0.4591
H 5.836 -2.343 1.131  0.4352
H 4.975 -3.866 1.489  0.1042
H 1.505 0.052 4.131  0.4697
H 2.360 0.587 2.829  -0.2881
C -0.670 -3.543 -2.141  -1.4141
C -1.489 -2.963 -0.929  1.8649
C -2.850 -3.607 -0.775  -0.8534
O -3.675 -3.596 -1.973  -0.4078
C -5.037 -4.219 -1.763  -1.0408
N -0.642 -3.138 0.225  0.1028
H -0.067 -4.400 -1.888  0.2834
H -0.090 -2.708 -2.470  0.1031
H -1.277 -3.607 -3.009  0.5048
H -1.835 -1.996 -0.998  -1.2394
H -3.396 -3.147 0.170  0.1055
H -2.874 -4.729 -0.562  0.5757
H -4.996 -5.184 -1.438  0.4115
H -5.543 -4.287 -2.521  0.5161
H -5.637 -3.608 -1.053  0.2597
H -0.665 -4.091 0.425  0.3405
H -1.124 -2.717 0.992  -0.2627
C -3.203 -0.089 0.353  0.3163
C -4.008 -0.056 -1.100  0.5413
C -5.462 0.309 -1.071  -1.1708
O -6.156 -0.576 -0.186  -0.2729
C -7.442 -0.086 0.178  -0.8076
N -3.240 0.867 -2.037  -0.4864
H -3.351 0.986 0.831  0.3524
H -2.243 -0.254 0.152  -0.8479
H -3.684 -0.981 0.855  0.1684
H -3.949 -0.988 -1.533  0.2074
H -6.015 0.148 -1.998  0.5021
H -5.591 1.401 -0.902  0.4225
H -7.792 -0.786 0.784  0.2870
H -7.974 -0.082 -0.867  0.2978
H -7.300 0.816 0.802  0.2885
H -3.899 1.086 -2.846  0.3012
H -2.492 0.266 -2.534  0.1258
C -1.477 -2.340 3.716  -0.9728
O -1.071 -1.362 2.799  -0.3265
H -1.797 -1.732 4.514  0.4434
H -0.692 -2.878 4.006  0.3864
H -2.479 -2.732 3.353  0.2000
H -0.403 -0.734 3.232  0.1945
C 2.857 -3.810 -0.726  -0.2681
O 3.733 -2.730 -0.742  -0.3884
H 2.928 -4.268 -1.673  0.5054
H 1.829 -3.631 -0.559  -0.2386
H 3.042 -4.563 0.154  0.2151
H 3.555 -2.254 -1.538  0.2574

Results
ΔE to the lowest compared entry with this formula, charge and spin   0.00 kcal/mol
Calculated total energy   -1997.5710 Eh
E_LUMO   0.53 eV
Kohn-Sham gap   8.537 eV

4.
Entry from OMol25: C3H8N4S as an isolated structure in a non-equilibrium geometry (ωB97M-V/def2-TZVPD).

Last column: Mulliken charge in e.
Geometry (Å):
C -2.516 0.857 -0.249  -0.6586
C -0.083 0.588 0.151  0.5290
C 3.097 -0.836 -0.201  -0.3667
H -2.166 1.783 -0.852  0.2825
H -2.922 1.424 0.690  0.2452
H -3.258 0.164 -0.706  0.2266
H -1.425 -2.057 1.255  0.1723
H 1.107 2.090 0.108  0.2743
H 0.632 -1.446 0.622  0.2092
H 2.830 -1.904 -0.201  0.2666
H 4.237 -0.434 -0.719  0.2154
N -1.294 -0.011 -0.123  -0.0528
N 0.084 1.910 0.161  -0.7489
N 0.907 -0.310 0.101  0.3066
N 2.217 0.013 0.007  -0.6755
S -1.447 -1.832 -0.043  -0.2253

Results
ΔE to the lowest compared entry with this formula, charge and spin   104.46 kcal/mol
Calculated total energy   -736.1517 Eh
E_LUMO   0.18 eV
Kohn-Sham gap   8.752 eV